# 1
{"formula": "C8H16O16S4Ti", "method": "ωB97M-V/def2-TZVPD", "relative_energy_kcal_mol": 0.0, "s_squared": 3.751, "total_charge": 1, "multiplicity": 4, "elements": ["Ti", "C", "C", "O", "S", "O", "O", "O", "H", "H", "H", "H", "C", "C", "O", "S", "O", "O", "O", "H", "H", "H", "H", "C", "C", "O", "S", "O", "O", "O", "H", "H", "H", "H", "C", "C", "O", "S", "O", "O", "O", "H", "H", "H", "H"], "coordinates": [[0.012, 0.026, -1.108], [5.007, 2.103, 1.000], [5.013, 0.960, 2.011], [3.696, 0.370, 1.933], [3.335, 0.331, 0.398], [1.928, 0.437, 0.254], [4.012, -0.742, -0.215], [3.977, 1.711, 0.022], [5.939, 2.131, 0.442], [4.700, 3.088, 1.329], [5.171, 1.293, 3.032], [5.743, 0.187, 1.781], [0.774, 4.334, 1.894], [0.453, 3.204, 2.857], [-0.009, 2.163, 1.975], [-0.820, 2.792, 0.769], [-2.212, 2.747, 0.960], [-0.282, 2.245, -0.430], [-0.328, 4.266, 0.951], [1.713, 4.196, 1.361], [0.717, 5.320, 2.343], [-0.280, 3.493, 3.608], [1.327, 2.783, 3.348], [0.580, -5.205, -2.348], [0.015, -5.496, -0.961], [-0.584, -4.252, -0.547], [-0.821, -3.266, -1.755], [0.107, -2.179, -1.602], [-2.186, -2.972, -1.917], [-0.299, -4.192, -2.897], [0.510, -6.076, -2.996], [1.607, -4.848, -2.370], [0.851, -5.658, -0.286], [-0.727, -6.286, -0.970], [-5.004, 0.976, -1.562], [-4.826, -0.517, -1.925], [-4.485, -1.150, -0.679], [-3.589, -0.151, 0.132], [-2.284, -0.117, -0.450], [-3.725, -0.387, 1.501], [-4.376, 1.137, -0.269], [-6.050, 1.227, -1.405], [-4.542, 1.626, -2.298], [-4.032, -0.630, -2.663], [-5.728, -1.023, -2.251]]}

=====

# 2
{"formula": "C8H16O2Si", "method": "ωB97M-V/def2-TZVPD", "relative_energy_kcal_mol": 97.2, "elements": ["C", "C", "C", "C", "C", "C", "C", "C", "O", "O", "Si", "H", "H", "H", "H", "H", "H", "H", "H", "H", "H", "H", "H", "H", "H", "H", "H"], "coordinates": [[1.245, 0.903, 1.677], [1.289, 0.031, 0.710], [-2.034, -0.572, 2.055], [-1.065, -1.409, 2.821], [-1.639, -2.563, 0.983], [0.064, -1.692, -1.560], [2.022, 0.712, -2.107], [-0.794, 1.639, -0.971], [-2.341, -1.382, 0.874], [-0.967, -2.614, 2.015], [0.492, 0.171, -1.017], [0.679, 1.823, 1.656], [1.861, 0.723, 2.603], [-3.023, -0.430, 2.605], [-1.497, 0.346, 1.658], [-0.064, -0.930, 2.800], [-1.484, -1.747, 3.813], [1.981, -0.806, 0.953], [0.936, -2.313, -1.724], [-0.613, -2.151, -0.737], [-0.438, -1.530, -2.484], [2.967, 0.069, -2.058], [1.498, 0.710, -3.104], [2.263, 1.676, -1.743], [-1.782, 1.261, -0.978], [-0.582, 2.522, -0.249], [-0.787, 2.099, -1.957]]}

=====

# 3
{"formula": "C8H16O4", "method": "ωB97M-V/def2-TZVPD", "relative_energy_kcal_mol": 103.1, "elements": ["C", "C", "C", "C", "C", "C", "C", "C", "O", "O", "O", "O", "H", "H", "H", "H", "H", "H", "H", "H", "H", "H", "H", "H", "H", "H", "H", "H"], "coordinates": [[1.372, 0.393, 0.432], [0.617, -0.875, -0.072], [-0.343, 0.211, -0.451], [1.145, 0.963, 1.812], [2.497, 1.018, -0.308], [1.118, -1.680, -1.248], [-2.890, 0.168, -0.487], [-1.616, 0.290, 0.429], [0.086, -1.751, 0.849], [-0.391, 0.671, -1.710], [-3.119, -1.171, -0.767], [-1.667, 1.400, 1.281], [0.262, 0.530, 2.261], [1.022, 2.116, 1.843], [1.944, 0.546, 2.625], [2.666, 2.072, 0.064], [2.199, 1.075, -1.351], [3.516, 0.530, -0.151], [1.498, -1.206, -2.131], [0.170, -2.159, -1.657], [1.876, -2.289, -0.944], [-3.798, 0.667, 0.039], [-2.656, 0.700, -1.367], [-1.564, -0.599, 1.088], [0.767, -2.054, 1.520], [0.085, 0.031, -2.198], [-3.493, -1.679, -0.031], [-1.304, 2.086, 0.630]]}

=====

# 4
{"formula": "C8H17AlBF4NO5S", "method": "ωB97M-V/def2-TZVPD", "total_energy_ev": -49287.73839, "elements": ["C", "O", "B", "O", "C", "C", "N", "C", "C", "C", "C", "C", "S", "O", "O", "O", "H", "H", "H", "H", "H", "H", "H", "H", "H", "H", "H", "H", "H", "H", "H", "H", "H", "F", "Al", "F", "F", "F"], "coordinates": [[2.654, -2.183, 1.306], [1.893, -1.365, 0.414], [2.179, -0.075, 0.172], [3.430, 0.486, 0.381], [0.959, 0.726, -0.469], [1.138, 2.216, -0.767], [1.306, 2.232, -2.236], [0.971, 1.134, -2.801], [0.491, 0.122, -1.835], [-1.060, 0.092, -1.900], [-1.505, -1.028, -0.955], [-2.901, -0.947, -0.342], [-3.335, 0.654, 0.311], [-3.453, 1.620, -0.750], [-4.428, 0.486, 1.211], [-1.982, 1.050, 1.047], [2.942, -1.618, 2.192], [3.541, -2.568, 0.800], [2.009, -3.005, 1.606], [3.551, 1.036, 1.156], [0.127, 0.570, 0.213], [1.987, 2.697, -0.282], [0.257, 2.804, -0.495], [1.661, 3.031, -2.747], [1.042, 0.998, -3.875], [0.913, -0.853, -2.092], [-1.431, -0.082, -2.915], [-1.423, 1.072, -1.586], [-1.422, -1.980, -1.488], [-0.805, -1.115, -0.124], [-2.904, -1.609, 0.525], [-3.733, -1.224, -0.991], [-1.349, 0.312, 1.122], [1.023, 0.240, 2.823], [-0.253, -0.771, 3.301], [-0.740, -1.461, 1.802], [-1.559, 0.151, 3.785], [0.210, -1.846, 4.484]]}

=====

# 5
{"formula": "C8H17AlClFO5PS", "method": "ωB97M-V/def2-TZVPD", "total_charge": -1, "total_energy_ev": -60775.43660, "elements": ["C", "C", "C", "O", "C", "Al", "C", "C", "F", "O", "C", "S", "C", "O", "P", "O", "Cl", "O", "H", "H", "H", "H", "H", "H", "H", "H", "H", "H", "H", "H", "H", "H", "H", "H", "H"], "coordinates": [[1.935, -1.158, 2.230], [2.987, -0.150, 1.761], [2.623, 0.472, 0.428], [2.536, -0.545, -0.542], [1.724, -0.130, -1.670], [-0.231, -0.265, -1.312], [-0.915, -2.140, -1.536], [-1.779, -2.746, -0.428], [0.210, -3.028, -1.727], [-1.213, 0.918, -2.281], [-1.620, 1.928, -1.450], [-0.346, 3.291, -1.324], [-1.848, 1.301, -0.059], [-2.994, 0.406, -0.206], [-2.421, 2.265, 1.463], [-2.249, 1.010, 2.468], [-0.721, 3.352, 1.979], [-0.770, 0.527, 0.257], [2.168, -2.168, 1.892], [0.952, -0.902, 1.827], [1.849, -1.181, 3.319], [3.965, -0.633, 1.661], [3.104, 0.654, 2.495], [1.660, 0.995, 0.520], [3.370, 1.222, 0.120], [1.991, -0.804, -2.493], [2.036, 0.879, -1.980], [-1.459, -2.215, -2.486], [-2.053, -2.023, 0.341], [-2.708, -3.192, -0.796], [-1.197, -3.540, 0.048], [-2.523, 2.440, -1.804], [-0.714, 3.824, -2.496], [-3.799, 0.918, -0.348], [-1.551, 0.419, 2.129]]}

=====

# 6
{"formula": "C8H17AuClI2O2P", "method": "ωB97M-V/def2-TZVPD", "relative_energy_kcal_mol": 43.6, "s_squared": 2.074, "total_charge": 2, "multiplicity": 3, "elements": ["I", "I", "Au", "P", "C", "C", "H", "H", "H", "C", "H", "H", "H", "H", "H", "H", "C", "O", "Cl", "C", "C", "C", "O", "C", "H", "H", "H", "H", "H", "H", "H", "H"], "coordinates": [[-0.887, 3.607, -2.403], [-0.929, 3.693, 1.127], [-0.181, 1.695, -0.564], [2.203, 1.477, -0.269], [2.479, 3.231, -0.724], [3.240, 1.291, 1.203], [3.112, -0.524, -1.124], [4.161, 0.939, -1.430], [2.683, 0.602, -2.447], [3.146, 0.522, -1.474], [3.308, 0.211, 1.412], [4.230, 1.699, 0.925], [3.590, 3.326, -0.708], [2.024, 3.930, -0.011], [2.810, 1.806, 2.050], [2.070, 3.482, -1.711], [-2.168, 1.654, -0.728], [-3.299, 1.468, -0.637], [0.840, -0.745, 0.313], [-2.780, -3.334, 0.047], [-2.280, -3.074, 1.488], [-2.119, -1.568, 1.593], [-2.188, -1.014, 0.271], [-2.376, -2.063, -0.690], [-2.351, -4.225, -0.441], [-3.865, -3.422, -0.014], [-1.306, -3.549, 1.541], [-2.940, -3.566, 2.193], [-2.886, -1.079, 2.196], [-1.135, -1.373, 2.037], [-1.431, -2.136, -1.278], [-3.149, -1.695, -1.393]]}

=====

# 7
{"formula": "C8H17BF5NO10S2Zr", "method": "ωB97M-V/def2-TZVPD", "relative_energy_kcal_mol": 0.0, "total_charge": -2, "elements": ["Zr", "N", "S", "O", "O", "F", "S", "O", "O", "F", "B", "H", "H", "H", "H", "O", "C", "C", "O", "H", "H", "H", "H", "O", "C", "C", "O", "H", "H", "H", "H", "C", "C", "O", "C", "O", "C", "F", "F", "F", "H", "H", "H", "H", "H"], "coordinates": [[-17.519, -4.042, 2.870], [-15.016, -0.991, 4.145], [-13.593, -0.302, 4.189], [-13.185, 0.675, 3.241], [-12.647, -1.216, 4.791], [-13.872, 0.663, 5.500], [-14.681, -1.735, 2.529], [-15.722, -2.712, 2.306], [-13.350, -2.032, 2.096], [-15.204, -0.502, 1.677], [-19.267, -4.713, 4.014], [-18.416, -5.376, 4.043], [-20.220, -5.021, 4.418], [-18.968, -3.832, 4.560], [-19.466, -4.414, 2.997], [-16.136, -5.728, 3.043], [-15.328, -5.887, 4.224], [-15.366, -4.652, 5.223], [-16.345, -3.604, 5.009], [-14.283, -6.111, 4.008], [-15.676, -6.697, 4.865], [-14.495, -4.030, 5.015], [-15.359, -4.967, 6.266], [-18.359, -3.072, 1.058], [-19.088, -1.859, 1.235], [-18.686, -0.983, 2.667], [-17.887, -1.724, 3.600], [-20.118, -2.216, 1.242], [-19.043, -1.170, 0.391], [-19.497, -0.359, 3.042], [-18.021, -0.288, 2.154], [-20.762, -5.057, -0.309], [-19.842, -6.048, -0.996], [-19.705, -7.154, -0.095], [-18.980, -7.109, 1.016], [-18.461, -6.153, 1.551], [-18.786, -8.494, 1.735], [-19.123, -8.382, 3.032], [-19.496, -9.468, 1.280], [-17.452, -8.769, 1.777], [-21.775, -5.392, -0.531], [-20.635, -4.039, -0.678], [-20.592, -4.959, 0.763], [-18.914, -5.493, -1.128], [-20.188, -6.405, -1.966]]}

=====

# 8
{"formula": "C8H17BiClINO4P", "method": "ωB97M-V/def2-TZVPD", "total_charge": 2, "total_energy_ev": -53985.55887, "elements": ["C", "C", "H", "H", "H", "O", "I", "Bi", "P", "C", "C", "H", "H", "H", "C", "H", "H", "H", "H", "H", "H", "C", "O", "Cl", "N", "C", "C", "O", "O", "H", "H", "H", "H", "H"], "coordinates": [[5.933, 4.541, -2.462], [4.917, 4.125, -1.433], [6.532, 5.385, -2.074], [5.415, 4.835, -3.378], [6.580, 3.690, -2.689], [4.740, 4.599, -0.338], [3.676, 2.450, -2.140], [0.183, -0.020, -0.092], [-1.555, 1.561, -1.075], [-2.752, 2.253, 0.014], [-0.623, 2.909, -1.801], [-1.687, 0.305, -3.118], [-3.017, 1.501, -2.917], [-3.050, -0.055, -2.022], [-2.398, 0.741, -2.407], [0.144, 2.536, -2.491], [-1.342, 3.541, -2.352], [-3.381, 2.937, -0.582], [-2.283, 2.817, 0.830], [-0.131, 3.516, -1.027], [-3.388, 1.472, 0.452], [-0.815, 0.231, 1.723], [-1.357, 0.299, 2.822], [1.074, -0.262, -2.234], [-0.991, -3.729, 3.113], [-1.031, -4.105, 1.637], [-0.070, -3.217, 0.829], [0.865, -3.626, 0.213], [-0.530, -2.006, 0.897], [-0.039, -3.846, 3.465], [-1.615, -4.374, 3.610], [-1.315, -2.771, 3.248], [-0.705, -5.113, 1.537], [-2.040, -3.961, 1.305]]}